(1)
This record from the OMol25 dataset describes a structure of composition C16H16ClIrN5O5Se in a non-equilibrium geometry. The level of theory is wB97M-V/def2-TZVPD.

Geometry (Å):
Ir: 0.4056 0.2002 -0.2084
O: 3.6133 2.8421 -0.8760
C: 2.7507 1.9799 -1.0177
N: 1.6669 1.8169 -0.2461
C: 1.6122 2.7042 0.8748
C: 0.2319 2.6695 1.3916
C: -0.1786 3.4810 2.4434
C: -1.4749 3.4047 2.8910
C: -2.3469 2.5296 2.2537
C: -1.8725 1.7464 1.2299
N: -0.5944 1.7941 0.8049
C: 2.7940 1.0147 -2.1471
C: 3.8727 0.9761 -3.0108
C: 3.8973 0.0004 -3.9887
C: 2.8277 -0.8764 -4.0818
C: 1.7807 -0.7574 -3.1867
N: 1.7660 0.1723 -2.2234
H: 1.8918 3.7161 0.5694
H: 2.3083 2.4128 1.6702
H: 0.5339 4.1605 2.8908
H: -1.8076 4.0084 3.7252
H: -3.3843 2.4516 2.5454
H: -2.5230 1.0565 0.7240
H: 4.6655 1.6971 -2.8715
H: 4.7424 -0.0876 -4.6592
H: 2.7981 -1.6517 -4.8344
H: 0.9369 -1.4263 -3.2222
Cl: 1.3043 -0.2783 1.9019
O: -0.3866 -2.7043 1.2721
Se: 0.1279 -3.2153 -0.3509
O: 1.2284 -4.3407 -0.0713
O: 0.7483 -1.8044 -0.9901
O: -1.2241 -3.6475 -1.1172
C: -3.1933 -3.3410 2.1385
N: -2.7410 -2.3433 1.1963
C: -3.3331 -1.9360 0.0721
C: -2.4821 -1.0304 -0.5605
N: -1.3761 -0.8440 0.1476
C: -1.4145 -1.7424 1.2887
H: -4.2102 -3.6342 1.8912
H: -3.1702 -2.9354 3.1505
H: -2.5427 -4.2146 2.0989
H: -4.2981 -2.2959 -0.2434
H: -2.6548 -0.5240 -1.4969
H: -1.2958 -1.2043 2.2321

Calculated values
Kohn-Sham gap (spin up / spin down)	7.10 / 6.72	eV
largest force on an atom	2.2	eV/Å
spin multiplicity	2
E	-115243.83430	eV
expectation value of S²	0.761
LUMO energy (spin up / spin down)	-0.66 / -1.27	eV
energy relative to the best compared isomer or geometry (same formula, charge and spin)	435.26	kJ/mol

(2)
This record from the OMol25 dataset describes a cluster of 2 separate species, C7H12N4OS in total in a non-equilibrium geometry. The level of theory is wB97M-V/def2-TZVPD.

Geometry (Å):
C: -1.4818 1.7431 1.0849
C: -0.7234 1.3587 0.0263
C: -2.0104 0.7911 2.1044
C: -0.4053 -0.0800 -0.1162
C: -1.6031 -0.7107 1.9580
C: -2.7466 -0.9361 -0.2145
C: 4.3885 1.7623 -1.8000
N: 0.6534 -0.4934 -0.5019
N: 2.1062 1.1073 -1.0521
N: -1.1643 -2.4935 0.4329
N: -1.3967 -1.1373 0.4804
O: -2.7614 1.0010 3.0324
S: 3.3780 0.4130 -1.2740
H: -1.7475 2.7882 1.0470
H: -0.0687 2.0148 -0.4196
H: -0.5463 -0.8393 2.4759
H: -2.4130 -1.3283 2.4843
H: -2.5357 -0.8275 -1.3125
H: -3.2574 -1.8376 -0.1054
H: -3.2996 -0.1909 0.3058
H: 4.5056 1.6593 -2.9708
H: 5.3963 1.6667 -1.3216
H: 3.7803 2.7621 -1.5269
H: -0.2164 -2.8006 0.6279
H: -1.4822 -3.0132 -0.4875

Calculated values
Kohn-Sham gap (spin up / spin down)	7.04 / 6.89	eV
largest force on an atom	4.4	eV/Å
spin multiplicity	1
total charge	+2
E	-26271.06317	eV
LUMO energy (spin up / spin down)	-10.11 / -10.26	eV
energy relative to the best compared isomer or geometry (same formula, charge and spin)	349.89	kJ/mol

(3)
This record from the OMol25 dataset describes the molecule C2H7N3S in a non-equilibrium geometry. The level of theory is wB97M-V/def2-TZVPD.

Geometry (Å):
C: 1.9083 -1.1544 0.6399
C: -1.1348 0.7695 -0.0499
H: 2.2228 -1.8148 -0.1720
H: 1.9422 0.0211 0.3361
H: 2.6974 -1.2086 1.7026
H: -0.6820 -0.9260 -1.0776
H: -0.4338 0.9897 -1.8632
H: -1.7060 2.1105 -1.6610
H: -1.4404 0.7463 1.9444
N: -0.5280 -0.4395 -0.2502
N: -1.4491 1.0617 -1.4698
N: -1.4843 1.3471 0.9909
S: 0.0876 -1.5026 0.9298

Calculated values
Kohn-Sham gap	10.11	eV
SMILES string	[H]/N=C(/N)NSC
largest force on an atom	4.5	eV/Å
spin multiplicity	1
E	-17490.87290	eV
LUMO energy	0.75	eV
energy relative to the best compared isomer or geometry (same formula, charge and spin)	196.73	kJ/mol